1.
Formula: C3H5NO3
Source: the Open Molecules 2025 dataset
Level of theory: ωB97M-V/def2-TZVPD

Last column: Mulliken charge in e.
Positions of all 12 atoms, in Å:
N -0.452 1.377 0.874  -0.577
C 0.313 0.742 -0.119  1.055
O 0.725 1.999 -0.157  -0.438
C 1.157 -0.438 0.304  -0.325
O 0.336 -1.540 -0.065  -0.370
C -0.856 -0.952 -0.499  -0.311
O -0.507 0.217 -1.167  -0.467
H -1.410 -0.612 0.417  0.340
H -1.289 1.741 0.397  0.298
H 2.093 -0.462 -0.257  0.240
H 1.355 -0.455 1.379  0.281
H -1.465 -1.618 -1.107  0.274

Computed properties:
Energy above the lowest of the compared OMol25 structures with the same formula, charge and spin (eV): 4.820
Charge: 0
HOMO-LUMO gap (Eh): 0.386
Max |F| (hartree/bohr): 0.04659
Multiplicity: 1
HOMO level (Ha): -0.387
SMILES: C1OC[C@]2(NO2)O1

2.
Formula: C3H5NO3
Source: the Open Molecules 2025 dataset
Level of theory: ωB97M-V/def2-TZVPD

Last column: Mulliken charge in e.
Positions of all 12 atoms, in Å:
C 0.010 1.313 -0.826  -0.670
C -0.094 0.277 0.140  1.116
C 0.774 -0.340 1.150  -1.251
N -0.951 -1.140 -0.672  0.760
O -1.714 -0.805 -1.524  -0.546
O -0.653 -2.220 -0.207  -0.585
O -0.891 1.373 0.320  -0.426
H 0.932 1.911 -0.824  0.227
H -0.444 1.276 -1.703  0.332
H 1.806 -0.438 0.830  0.306
H 0.517 -1.386 1.272  0.376
H 0.708 0.180 2.045  0.362

Computed properties:
Energy above the lowest of the compared OMol25 structures with the same formula, charge and spin (eV): 6.107
Charge: 0
HOMO-LUMO gap (Eh): 0.397
Max |F| (hartree/bohr): 0.08387
Multiplicity: 1
HOMO level (Ha): -0.366

3.
Formula: C3H5NO3
Source: the Open Molecules 2025 dataset
Level of theory: ωB97M-V/def2-TZVPD

Last column: Mulliken charge in e.
Positions of all 12 atoms, in Å:
C -1.106 1.056 0.319  -1.039
C 0.668 0.135 -1.257  0.483
C 0.051 0.153 0.050  0.561
O -0.468 -1.263 1.717  -0.385
O 1.508 -1.097 -1.195  -0.471
N 0.465 -0.848 0.793  -0.289
O 0.774 0.981 -2.090  -0.493
H -0.024 -1.973 2.204  0.379
H 2.317 -0.968 -1.716  0.313
H -0.997 1.509 1.305  0.307
H -2.040 0.494 0.325  0.306
H -1.149 1.819 -0.455  0.329

Computed properties:
Energy above the lowest of the compared OMol25 structures with the same formula, charge and spin (eV): 3.482
Charge: 0
HOMO-LUMO gap (Eh): 0.353
Max |F| (hartree/bohr): 0.09716
Multiplicity: 1
HOMO level (Ha): -0.357
SMILES: C/C(=N\O)C(=O)O

4.
Formula: C3H5NO3
Source: the Open Molecules 2025 dataset
Level of theory: ωB97M-V/def2-TZVPD

Last column: Mulliken charge in e.
Positions of all 12 atoms, in Å:
C 0.249 -0.132 0.103  -0.454
C 0.705 1.119 -0.119  0.811
C -0.767 -1.410 -0.652  -0.483
N 0.732 -0.081 1.408  -0.221
O 1.018 1.335 1.232  -0.292
O 1.201 1.897 -1.048  -0.482
O -1.985 -1.093 -0.137  -0.459
H -0.545 -1.394 -1.678  0.279
H -0.391 -2.272 -0.150  0.327
H 0.035 -0.308 2.172  0.247
H 1.782 2.529 -0.665  0.334
H -2.035 -0.190 -0.465  0.392

Computed properties:
Energy above the lowest of the compared OMol25 structures with the same formula, charge and spin (eV): 6.389
Charge: 0
HOMO-LUMO gap (Eh): 0.318
Max |F| (hartree/bohr): 0.12608
Multiplicity: 1
HOMO level (Ha): -0.293

5.
Formula: C3H5NO3
Source: the Open Molecules 2025 dataset
Level of theory: ωB97M-V/def2-TZVPD

Last column: Mulliken charge in e.
Positions of all 12 atoms, in Å:
N 1.338 -0.257 0.696  -0.421
C 0.068 -0.741 0.874  0.545
O -0.185 -1.872 1.224  -0.584
C -1.021 0.298 0.581  -0.318
O -0.576 1.149 -0.486  -0.360
C -0.147 0.463 -1.564  0.177
O -0.364 -0.697 -1.780  -0.457
H 2.057 -0.913 0.432  0.224
H 1.484 0.709 0.447  0.255
H -1.950 -0.215 0.327  0.276
H -1.182 0.961 1.433  0.279
H 0.478 1.116 -2.185  0.384

Computed properties:
Energy above the lowest of the compared OMol25 structures with the same formula, charge and spin (eV): 0.943
Charge: 0
HOMO-LUMO gap (Eh): 0.400
Max |F| (hartree/bohr): 0.01189
Multiplicity: 1
HOMO level (Ha): -0.374
SMILES: NC(=O)COC=O

6.
Formula: C3H5NO3
Source: the Open Molecules 2025 dataset
Level of theory: ωB97M-V/def2-TZVPD

Last column: Mulliken charge in e.
Positions of all 12 atoms, in Å:
N -1.218 -1.152 0.126  -0.635
C -0.982 -0.242 0.962  0.620
O -1.394 0.269 2.115  -0.433
C -0.217 0.879 1.385  -0.203
O 1.327 0.915 -0.701  -0.529
C 1.401 0.153 -1.640  0.143
O 0.661 -0.915 -1.860  -0.471
H -0.030 -1.038 -1.143  0.475
H -2.010 -1.742 0.373  0.216
H -0.412 1.857 0.959  0.227
H 0.740 0.730 1.874  0.232
H 2.135 0.285 -2.448  0.359

Computed properties:
Energy above the lowest of the compared OMol25 structures with the same formula, charge and spin (eV): 2.457
Charge: 0
HOMO-LUMO gap (Eh): 0.416
Max |F| (hartree/bohr): 0.01029
Multiplicity: 1
HOMO level (Ha): -0.388
SMILES: [H]/N=C1/CO1.O=CO